1.
49
Properties=species:S:1:pos:R:3:lowdin_charge:R:1 method="wB97M-V/def2-TZVPD" fmax_ev_per_a=0.58
O -1.39516 2.33057 0.66773 -0.085
H -0.98446 3.18675 0.83297 0.087
C -0.76338 1.36133 1.47641 -0.259
C 0.74406 1.23013 1.22689 -0.103
H 1.15000 2.21727 0.98738 0.104
H 1.21112 0.90477 2.15948 0.113
C 1.21268 0.23194 0.13616 -0.281
N 0.92481 0.53903 -1.24459 -0.101
C -0.45772 0.32499 -1.62136 -0.145
C -0.82743 -1.12902 -1.34578 -0.158
N -0.65009 -1.40731 0.06605 -0.177
C 0.73916 -1.19851 0.42924 -0.128
H 0.85748 -1.40050 1.49663 0.126
H 1.38989 -1.89630 -0.12910 0.134
C -1.09263 -2.75005 0.41573 -0.164
C -1.20597 -2.89527 1.90757 -0.166
C -0.29899 -3.64963 2.64313 -0.233
C -0.36560 -3.78208 4.01766 -0.008
C -1.37859 -3.13231 4.69967 -0.075
C -2.30473 -2.37144 4.00923 -0.108
C -2.21374 -2.25876 2.63026 -0.593
Cl -3.38713 -1.31538 1.79470 0.753
H -3.10014 -1.86525 4.53226 0.102
H -1.44764 -3.22093 5.77240 0.108
H 0.36854 -4.38347 4.52925 0.118
F 0.69587 -4.28841 1.99126 0.066
H -0.41152 -3.52138 0.01814 0.130
H -2.08094 -2.90094 -0.02812 0.112
H -1.87568 -1.29331 -1.60741 0.124
H -0.19824 -1.79396 -1.96485 0.130
H -0.56065 0.52023 -2.68954 0.120
H -1.15840 0.97131 -1.08001 0.107
C 1.60978 1.66983 -1.83059 -0.288
C 1.84545 1.44799 -3.34640 -0.137
C 1.06328 2.54580 -4.06491 -0.199
H 0.02450 2.24531 -4.21085 0.104
C 1.12587 3.71406 -3.08689 -0.195
H 2.11514 4.17442 -3.12565 0.111
H 0.38114 4.48105 -3.29789 0.106
C 0.90869 3.04923 -1.73008 -0.144
H -0.15646 2.90412 -1.55711 0.099
H 1.31188 3.65299 -0.91652 0.103
H 1.48869 2.78965 -5.03785 0.104
H 2.90798 1.54897 -3.56882 0.109
H 1.53731 0.44714 -3.64148 0.107
H 2.58107 1.72111 -1.32754 0.142
H 2.31019 0.21526 0.22060 0.143
H -0.92778 1.61199 2.53540 0.117
H -1.26149 0.41697 1.25713 0.067

---

2.
47
Properties=species:S:1:pos:R:3:lowdin_charge:R:1 method="wB97M-V/def2-TZVPD" de_lowest_ev=17.4687 fmax_ev_per_a=17.67
O -1.98064 -2.87978 0.18482 0.069
C -1.49265 -1.74152 0.22541 -0.447
N -2.28728 -0.55773 0.11578 0.196
H -1.97625 0.23222 0.20893 -0.022
C -3.84249 -0.90809 -0.25551 -0.062
C -4.71964 -0.38922 1.18707 -0.087
C -4.61986 1.06754 1.56999 -0.099
C -4.99383 2.01722 0.06066 -0.142
C -4.19864 1.63425 -1.13410 -0.221
C -4.22641 0.06647 -1.32765 -0.171
H -5.35857 0.07609 -1.55728 0.141
H -3.74040 -0.06483 -2.26934 0.096
H -4.46687 1.98639 -2.02454 0.052
H -3.07828 1.96424 -0.83644 0.153
H -4.87848 3.04941 0.25263 0.063
H -6.09824 1.76264 0.10923 0.110
H -5.10474 1.30374 2.32010 -0.008
H -3.53019 1.38344 1.72626 0.114
H -5.61150 -0.43937 0.90792 0.008
H -4.34647 -0.82546 2.11632 0.116
H -4.10922 -1.79418 -0.39874 0.038
C -0.35492 -1.30438 0.66084 -0.283
C 0.85956 -2.09796 0.61687 0.003
C 1.89656 -1.32602 1.03308 -0.005
C 1.45105 0.06064 0.73539 -0.274
C 2.18253 1.21108 1.20553 -0.293
H 3.10515 0.89472 1.62726 0.051
H 1.52446 1.98501 1.82324 0.149
S 2.12541 2.11420 -0.31090 0.947
O 1.55102 1.29750 -1.34568 -0.489
C 4.05230 2.03090 -0.78215 -0.097
C 4.41905 0.47034 -0.84154 -0.310
C 4.04871 -0.31511 -1.70963 -0.019
C 4.34102 -1.82073 -1.75975 0.073
C 5.13378 -2.27360 -0.73008 0.057
C 5.65158 -1.17992 0.32294 -0.119
C 5.26943 -0.04112 0.12350 -0.377
Cl 5.81429 0.96701 1.87168 0.397
H 6.21608 -1.72651 1.09228 0.122
H 5.33324 -3.12062 -0.64227 -0.025
H 4.08853 -2.41148 -2.36880 -0.010
H 3.24950 0.11937 -2.26936 0.113
H 4.09303 2.31891 -1.68700 0.013
H 4.49688 2.37542 0.05026 0.003
O 0.01823 -0.05817 0.69112 0.081
H 3.13787 -1.73389 0.96917 0.189
H 0.95631 -3.37905 0.44251 0.206

---

3.
23
Properties=species:S:1:pos:R:3:lowdin_charge:R:1 method="wB97M-V/def2-TZVPD" de_lowest_ev=2.3311 fmax_ev_per_a=4.19
C -0.21929 -2.69950 -0.71782 -0.064
C -0.41076 -2.67811 0.65233 -0.036
C 0.14130 -1.49618 -1.35151 -0.099
C -0.55399 -1.39210 1.41184 -0.130
C 0.41246 -0.36235 -0.65934 -0.045
C 0.24933 -0.24989 0.78976 -0.220
C 0.86166 2.22482 0.97730 -0.066
C 0.47059 0.88472 1.50773 -0.084
N -2.07087 -0.96045 1.23969 -0.320
O -2.91250 -1.83970 1.22665 0.101
O -2.28993 0.21753 1.25661 -0.123
O -4.36495 2.64614 -0.17222 -0.514
P -3.10858 1.89698 -0.28553 0.523
Cl -3.16256 0.98534 -2.13530 0.131
H -0.46008 -3.64006 -1.15992 0.103
H -0.62338 -3.57026 1.12739 0.077
H 0.29229 -1.44891 -2.44891 0.118
H -0.44494 -1.63255 2.52138 0.176
H 0.72704 0.48364 -1.26610 0.109
H 1.30970 2.63425 1.77348 0.023
H 1.54006 2.05373 0.12286 0.087
H -0.03871 2.82174 0.59225 0.104
H 0.28776 0.66593 2.64147 0.149

---

4.
81
Properties=species:S:1:pos:R:3:lowdin_charge:R:1 method="wB97M-V/def2-TZVPD" de_lowest_ev=0.0000 fmax_ev_per_a=2.85
Sr -0.00609 1.36192 2.32707 0.801
C -2.01438 1.85783 -5.80943 -0.105
C -2.11306 0.62974 -5.28073 -0.123
C -1.30846 -0.56924 -5.67275 -0.188
C 0.07813 -0.30729 -6.30886 -0.205
C 0.99123 0.55848 -5.48686 -0.113
C 1.07754 1.89123 -5.50573 -0.109
C 0.29671 2.81363 -6.39896 -0.189
C -1.08199 2.31511 -6.89257 -0.206
C 1.88496 0.83838 4.11160 -0.341
H -2.70679 2.64010 -5.48049 0.102
H -2.90644 0.42440 -4.55410 0.089
H -1.88699 -1.19385 -6.37652 0.120
H -1.15132 -1.19065 -4.77711 0.100
H 0.56942 -1.29127 -6.36839 0.108
H -0.04122 0.03540 -7.34265 0.098
H 1.67507 -0.01968 -4.85457 0.098
H 1.83342 2.39561 -4.89337 0.101
H 0.89339 3.07260 -7.29090 0.118
H 0.13412 3.75778 -5.85864 0.109
H -1.56666 3.19162 -7.35097 0.109
H -0.95263 1.58436 -7.69852 0.098
H 1.64974 1.42340 5.00853 -0.070
H 2.86972 1.16456 3.74895 -0.087
H 1.99965 -0.21115 4.42041 -0.073
P 1.62674 -0.58070 0.84778 0.977
P -1.40262 -0.92178 0.80959 0.965
N 2.68553 0.78438 0.31104 -0.240
N 2.88182 -1.75810 1.15479 -0.250
N -2.15957 0.41101 -0.15458 -0.236
N -2.82265 -1.89191 1.06944 -0.268
C 0.91459 -1.11280 -0.76363 -0.367
C -0.49372 -1.74078 -0.56462 -0.372
C 2.57586 2.13448 0.69147 -0.182
C 3.48230 2.87104 -0.04455 -0.086
C 4.16952 1.96802 -0.91098 -0.082
C 3.66025 0.70084 -0.68024 -0.130
C 3.79545 -1.69044 2.22540 -0.111
C 4.46069 -2.90023 2.31810 -0.079
C 3.96822 -3.74941 1.27117 -0.086
C 3.00466 -3.03429 0.57974 -0.142
C -2.35369 1.72118 0.32720 -0.196
C -2.70219 2.52943 -0.74732 -0.073
C -2.71869 1.71322 -1.91696 -0.066
C -2.39247 0.42325 -1.52241 -0.147
C -3.90434 -2.19547 0.22544 -0.124
C -4.76064 -3.04815 0.90619 -0.082
C -4.19790 -3.27338 2.21504 -0.083
C -3.01537 -2.56624 2.28496 -0.170
H 1.59271 -1.81722 -1.26486 0.070
H 0.86554 -0.21716 -1.40933 0.095
H -1.03511 -1.75296 -1.52405 0.067
H -0.40372 -2.78641 -0.23586 0.090
H 1.92008 2.47819 1.49284 0.030
H 3.62676 3.94329 0.03530 0.102
H 4.95067 2.23291 -1.61243 0.097
H 3.89109 -0.25132 -1.13845 0.112
H 3.82159 -0.81464 2.85650 0.092
H 5.21215 -3.15922 3.05666 0.099
H 4.28950 -4.76327 1.06658 0.095
H 2.35202 -3.33410 -0.22367 0.087
H -2.39840 1.90319 1.40412 0.041
H -2.91649 3.58643 -0.71061 0.100
H -2.94660 2.01611 -2.92767 0.078
H -2.32289 -0.47591 -2.11630 0.089
H -3.95451 -1.80274 -0.77707 0.092
H -5.68532 -3.46816 0.53561 0.093
H -4.62302 -3.88447 3.00064 0.096
H -2.28644 -2.44593 3.07564 0.066
Te -2.23440 0.58337 4.40085 0.602
C -1.24640 0.35672 6.24769 -0.698
C -1.36086 1.34013 7.25883 -0.163
C -0.55829 1.22607 8.39809 -0.107
C 0.30042 0.13074 8.56336 -0.106
C 0.33976 -0.87641 7.59065 -0.102
C -0.47459 -0.80637 6.45552 -0.177
H -2.06682 2.16079 7.12198 0.083
H -0.60465 1.99574 9.16470 0.094
H 0.93437 0.06164 9.44574 0.094
H 1.01068 -1.72277 7.71010 0.096
H -0.50773 -1.60240 5.71233 0.080

---

Sequential E_HOMO output: -7.858, -8.298, -8.656, -6.561 eV
Sequential M output: 340.870, 379.909, 233.591, 769.879 g/mol
Sequential electronic energy output: -1446.28547, -1875.43381, -1392.12157, -2481.79552 Ha